(1)
DFT (the ωB97M-V functional and the def2-TZVPD basis) results for a molecular structure, C12H21N3O5V in a non-equilibrium geometry.

Cartesian coordinates (Å):
V1 0.10628 -0.19406 -0.22867
O1 -0.97193 2.22526 0.29816
C1 -0.84960 2.27195 1.72694
C2 -0.99606 0.87126 2.28861
N1 0.06237 -0.06503 1.86154
C3 -0.29873 -1.42787 2.29762
C4 -1.34133 -1.95100 1.28020
O2 -2.32740 -2.55849 1.63501
O3 -1.00459 -1.64386 0.06302
C5 1.40498 0.40141 2.25611
C6 1.95439 1.19755 1.04408
O4 2.41767 2.31542 1.17746
O5 1.80544 0.55125 -0.06850
H1 -0.69954 3.08210 -0.04716
H2 -1.65164 2.88455 2.14871
H3 0.10874 2.71223 2.00779
H4 -1.95510 0.46850 1.95407
H5 -1.01352 0.94871 3.38295
H6 -0.69140 -1.46465 3.31609
H7 0.57724 -2.07123 2.21514
H8 2.06302 -0.45406 2.40358
H9 1.39797 1.01082 3.16134
C7 1.09476 -1.09969 -2.83118
C8 1.03324 -1.05250 -4.38210
N2 0.03186 -0.08305 -4.81899
C9 -1.28098 -0.48534 -4.32204
C10 -1.26005 -0.57070 -2.77349
N3 0.07991 -0.17830 -2.27192
C11 0.38411 1.19599 -2.73560
C12 0.35955 1.23618 -4.28676
H10 2.06781 -0.78222 -2.45625
H11 0.88492 -2.09980 -2.44950
H12 0.76320 -2.02555 -4.79516
H13 1.99666 -0.76736 -4.80732
H14 -1.53474 -1.44905 -4.76552
H15 -2.01437 0.24419 -4.66917
H16 -1.46570 -1.57922 -2.42005
H17 -1.99587 0.09859 -2.32280
H18 1.35888 1.47390 -2.33826
H19 -0.36589 1.86465 -2.30959
H20 1.32737 1.53881 -4.68931
H21 -0.38752 1.94271 -4.65209

Output
- HOMO level (spin up / spin down) (hartree) = -0.2477 / -0.3199
- orbital gap (spin up / spin down) (eV) = 7.14 / 9.08
- LUMO energy (spin up / spin down) (eV) = 0.40 / 0.38
- multiplicity = 4
- electronic energy (eV) = -53181.4331
- net charge = 0

(2)
DFT (the ωB97M-V functional and the def2-TZVPD basis) results for 2 unconnected molecules or ions with the total composition C12H21NS in a non-equilibrium geometry.

Cartesian coordinates (Å):
C1 2.01186 -0.38990 0.62014
C2 0.74045 -0.02220 1.39024
C3 -2.01152 -1.37612 0.79536
C4 2.27052 0.62368 -0.49072
C5 0.96790 1.10262 -1.15496
C6 -0.11088 0.90032 1.00683
C7 0.04694 1.80968 -0.12341
C8 0.58258 -0.86621 2.61255
C9 -1.31598 2.17138 -0.66016
C10 0.79660 3.01985 0.48772
C11 -2.05794 -2.90788 -2.10812
C12 -0.86990 -2.68700 -1.09607
N1 -1.28002 -1.79957 -0.03949
S1 -2.81708 -1.02721 2.09521
H1 2.93525 -0.43908 1.21114
H2 2.79322 1.48130 -0.10321
H3 2.68825 0.04623 -1.29117
H4 1.31573 1.81820 -1.94167
H5 0.46353 0.24657 -1.59779
H6 -0.91124 1.07254 1.74277
H7 1.35198 -1.64949 2.65671
H8 -0.41709 -1.30721 2.61692
H9 0.69038 -0.18951 3.43238
H10 -1.89074 1.16203 -0.74781
H11 -1.11266 2.50546 -1.70524
H12 -2.09915 2.83158 -0.21152
H13 1.84201 2.99438 0.27445
H14 0.52221 3.14486 1.50312
H15 0.43208 3.98323 -0.07736
H16 -1.50022 -3.15616 -3.02271
H17 -2.66236 -3.79930 -1.76215
H18 -2.62972 -1.98244 -2.30163
H19 -0.50411 -3.72114 -0.70524
H20 0.06128 -2.33400 -1.43982
H21 1.67781 -1.25952 0.13473

Output
- HOMO level (hartree) = -0.3066
- orbital gap (eV) = 9.02
- LUMO energy (eV) = 0.67
- multiplicity = 1
- SMILES = CC1=CC(C)(C)CCC1.CCN=C=S
- electronic energy (eV) = -25107.6788
- net charge = 0

(3)
DFT (the ωB97M-V functional and the def2-TZVPD basis) results for a molecular structure, C12H22AgF6N7O12S6 in a non-equilibrium geometry.

Cartesian coordinates (Å):
Ag1 -0.31658 0.01319 0.04717
C1 -0.90483 5.27798 4.47107
C2 -2.01429 5.84513 3.65493
N1 -1.56840 6.88280 2.72477
C3 -1.49947 8.27384 3.01512
C4 -0.93462 8.90999 1.93661
N2 -0.60297 7.97041 0.95630
C5 -1.15609 6.78649 1.41498
C6 -0.08834 8.28812 -0.40048
H1 -0.36108 6.06362 4.99567
H2 -0.25965 4.66485 3.84185
H3 -1.27763 4.68174 5.30391
H4 -2.73133 6.24108 4.37407
H5 -2.56422 5.02827 3.18759
H6 -1.86188 8.63242 3.96722
H7 -0.78622 9.95290 1.69844
H8 -0.99974 5.86474 0.87430
H9 0.47245 7.45985 -0.83358
H10 0.74000 8.98689 -0.28362
H11 -0.94421 8.64419 -0.97387
C7 3.82363 -7.11990 -0.71789
C8 2.64451 -8.12408 -0.75685
N3 1.68114 -7.82395 -1.79451
C9 1.40320 -8.65895 -2.85263
C10 0.46382 -7.96721 -3.58621
N4 -0.02037 -6.86994 -2.99872
C11 0.80676 -6.67529 -1.86035
C12 -1.02572 -5.95724 -3.47557
H12 4.65663 -7.45088 -1.33810
H13 4.20691 -6.89224 0.27678
H14 3.58904 -6.12394 -1.09357
H15 2.07386 -8.07583 0.17058
H16 3.08434 -9.11212 -0.89263
H17 1.94479 -9.54826 -3.13935
H18 0.03475 -8.42827 -4.46355
H19 0.68188 -5.81928 -1.21378
H20 -1.33990 -5.22448 -2.73230
H21 -1.85227 -6.53933 -3.88310
H22 -0.51997 -5.51887 -4.33589
N5 -1.79190 -3.27674 3.01568
S1 -1.41939 -3.84630 4.34962
O1 -1.68402 -5.25137 4.58966
O2 -1.43463 -2.93021 5.52105
F1 0.14952 -3.78270 4.10316
S2 -3.43138 -3.30692 3.44645
O3 -3.81387 -2.49617 4.59550
O4 -4.26295 -4.44142 3.07857
F2 -3.89182 -2.31577 2.28156
N6 3.96812 1.17905 -0.17912
S3 5.15940 0.60225 -0.84147
O5 6.00342 -0.30121 -0.05140
O6 5.60926 1.13264 -2.12487
F3 4.27189 -0.54047 -1.44766
S4 4.85438 2.61246 0.19333
O7 4.83005 3.58113 -0.83157
O8 6.02153 2.37735 1.09660
F4 3.69604 3.33738 1.11883
N7 -2.69982 2.09444 -3.06463
S5 -2.38469 2.10250 -4.52745
O9 -1.57031 3.25646 -5.04315
O10 -3.16226 1.31545 -5.44707
F5 -1.15542 1.13554 -4.14221
S6 -4.25579 2.71840 -3.34562
O11 -5.10117 1.70090 -3.98823
O12 -4.31816 4.06291 -3.79646
F6 -4.86403 2.74215 -1.84408

Output
- HOMO level (hartree) = -0.3257
- orbital gap (eV) = 4.68
- LUMO energy (eV) = -4.18
- multiplicity = 1
- electronic energy (eV) = -133101.3226
- net charge = 0

(4)
DFT (the ωB97M-V functional and the def2-TZVPD basis) results for a molecular structure, C12H22AgF6NO7S2 in a non-equilibrium geometry.

Cartesian coordinates (Å):
Ag1 0.50998 -0.01704 0.34629
C1 -3.01690 -5.86854 0.76510
C2 -1.88681 -4.92523 0.34202
C3 -2.15432 -4.02495 -0.86838
O1 -1.55328 -4.10641 1.38683
H1 -2.67770 -6.55925 1.53709
H2 -3.47876 -6.34348 -0.10047
H3 -3.90385 -5.30762 1.05970
H4 -1.13463 -5.63018 -0.01204
H5 -2.53608 -4.67621 -1.65465
H6 -1.30002 -3.50657 -1.30374
H7 -2.97819 -3.32443 -0.73196
C4 7.43374 -1.93748 -1.95242
C5 5.86464 -1.94654 -2.03215
C6 5.42576 -3.29102 -2.57249
O2 5.19011 -1.69351 -0.80441
H8 7.79564 -0.95875 -1.63743
H9 7.97592 -2.27002 -2.83761
H10 7.85721 -2.61741 -1.21319
H11 5.74661 -1.19226 -2.81011
H12 5.78752 -4.08952 -1.92472
H13 5.87938 -3.52493 -3.53561
H14 4.38551 -3.48158 -2.83647
C7 0.87952 3.36772 6.65035
F1 1.59289 4.44488 6.48576
F2 1.60630 2.27702 6.85066
F3 0.11382 3.59329 7.68055
S1 -0.22868 3.31963 5.09487
O3 -0.78352 4.68564 4.96740
O4 0.70420 2.82461 4.06332
N1 -1.34375 2.00344 5.48749
S2 -2.71160 2.82084 5.38862
O5 -3.03598 3.72510 6.51451
O6 -3.11179 3.30061 4.03599
C8 -3.95248 1.33977 5.75021
F4 -5.19507 1.69403 5.47661
F5 -3.61365 0.26773 4.99652
F6 -3.81711 1.08479 7.11918
C9 -1.20333 3.47549 -5.81497
C10 -2.47440 3.64378 -5.02838
C11 -2.24875 2.89795 -3.69518
O7 -1.22672 1.88003 -4.06854
C12 -0.36034 2.43340 -5.08104
H15 -0.55492 4.35088 -5.85175
H16 -1.43484 3.22903 -6.85119
H17 -3.35684 3.24965 -5.53245
H18 -2.74297 4.67423 -4.79571
H19 -3.23668 2.58603 -3.35637
H20 -2.05198 3.61234 -2.89578
H21 0.08308 1.61090 -5.64228
H22 0.47408 2.90011 -4.55757

Output
- HOMO level (hartree) = -0.0621
- orbital gap (eV) = 2.91
- LUMO energy (eV) = 1.22
- multiplicity = 1
- electronic energy (eV) = -70589.6752
- net charge = -2

(5)
DFT (the ωB97M-V functional and the def2-TZVPD basis) results for a molecular structure, C12H22Al3BrF5LiO6 in a non-equilibrium geometry.

Cartesian coordinates (Å):
C1 -0.44249 -2.86371 -1.77176
O1 -0.19796 -1.45722 -2.12661
C2 -1.30220 -0.57455 -1.71920
C3 -2.70216 -1.17860 -2.33584
C4 -3.87047 -0.03975 -2.60035
C5 -5.24027 -0.89281 -3.03432
C6 -6.12771 -1.32936 -1.70101
Al1 -6.32079 -3.40931 -1.57488
H1 0.61446 -3.41751 -1.77086
H2 -0.88746 -3.03125 -0.69833
H3 -1.09669 -3.45579 -2.57150
H4 -1.03561 0.50657 -2.14856
H5 -1.38949 -0.41957 -0.54419
H6 -2.42520 -1.60108 -3.41746
H7 -3.20882 -2.00868 -1.65362
H8 -3.58916 0.66876 -3.51771
H9 -4.08461 0.65440 -1.68274
H10 -4.87017 -1.91784 -3.52042
H11 -5.86871 -0.35217 -3.86042
H12 -7.21976 -0.86202 -1.77321
H13 -5.66573 -0.93292 -0.70150
H14 -6.60658 -3.89160 -3.07722
H15 -4.96440 -4.08222 -1.06577
H16 -7.58141 -3.84069 -0.67638
Al2 -8.08141 -5.54997 -2.35893
O2 2.30986 0.56211 -3.36188
H17 1.73532 -0.15878 -3.06325
H18 1.71060 1.31876 -3.44765
C7 4.78506 -0.18987 1.43511
C8 4.77953 0.75984 2.37252
C9 4.29834 2.13743 2.07528
O3 4.28739 2.98384 2.96212
C10 3.85292 2.43099 0.70415
C11 3.86179 1.48205 -0.23399
C12 4.31691 0.09777 0.07057
O4 4.29626 -0.75774 -0.80797
O5 3.44710 1.75179 -1.52529
O6 5.22053 0.49765 3.65661
H19 5.13003 -1.19593 1.63801
H20 3.52252 3.44081 0.49716
H21 3.54603 0.90525 -2.01323
H22 5.11590 1.34254 4.14598
Br1 4.61859 2.82046 5.36979
F1 5.12324 3.75068 8.94129
Al3 4.61857 5.47861 8.99768
F2 2.98769 5.65226 8.25379
F3 5.80457 6.48048 8.08486
F4 4.55889 6.03096 10.71085
Li1 -2.28141 -1.62765 -4.90230
F5 2.51859 -0.71541 1.34259

Output
- HOMO level (hartree) = -0.3089
- orbital gap (eV) = 3.86
- LUMO energy (eV) = -4.55
- multiplicity = 1
- electronic energy (eV) = -128705.5212
- net charge = 0

(6)
DFT (the ωB97M-V functional and the def2-TZVPD basis) results for a molecular structure, C12H22BF3NNbO6PSn in a non-equilibrium geometry.

Cartesian coordinates (Å):
C1 3.58598 -2.61362 2.00962
C2 2.60906 -1.31729 1.91358
B1 2.12084 -1.16070 0.36351
O1 3.12358 -1.15918 -0.66956
Nb1 -0.13545 -0.96727 -0.22692
O2 0.45651 -1.62799 -2.14757
C3 -0.67404 -0.24282 1.85147
C4 -1.85720 0.84557 1.91414
C5 -1.39692 2.26087 2.58707
O3 -1.71096 3.38457 1.69138
C6 -2.27800 -0.90368 -0.98883
P1 -2.49184 -1.56999 -2.76551
O4 -1.87532 -0.61360 -3.79554
O5 -4.20050 -1.53349 -3.03753
O6 -2.01583 -3.18426 -2.92589
C7 0.32163 1.17783 -0.96546
C8 0.94360 2.13717 0.08035
C9 1.28899 3.58589 -0.42428
C10 0.98436 3.91003 -1.94006
C11 0.34307 2.76743 -2.76960
N1 0.01336 1.45283 -2.34012
C12 -0.33274 -3.18681 0.39516
F1 0.37666 -3.98353 -0.57051
F2 0.16298 -3.42630 1.72382
F3 -1.69132 -3.62207 0.31007
H1 4.45902 -2.49889 1.28731
H2 4.00873 -2.66132 3.06605
H3 2.93099 -3.52855 1.75481
H4 1.75919 -1.38375 2.66751
H5 3.22447 -0.38157 2.16236
H6 2.92934 -1.82924 -1.36339
H7 1.14778 -0.99660 -2.45992
H8 0.27631 0.26088 2.28594
H9 -0.86621 -1.14140 2.55461
H10 -2.31662 1.12191 0.90920
H11 -2.67262 0.42088 2.61127
H12 -0.29943 2.25960 2.89689
H13 -2.05523 2.44257 3.51509
H14 -1.56219 3.11559 0.76116
H15 -3.00026 -1.41145 -0.25898
H16 -2.56448 0.21458 -1.07266
H17 -4.62559 -1.28919 -2.17885
H18 -1.79715 -3.31400 -3.88523
H19 1.19523 1.90193 1.16040
H20 1.75207 4.35695 0.30241
H21 1.24819 4.94477 -2.34187
H22 0.11688 3.01401 -3.87124
Sn1 1.04107 5.97269 0.22435

Output
- HOMO level (hartree) = -0.3679
- orbital gap (eV) = 2.34
- LUMO energy (eV) = -7.67
- multiplicity = 1
- electronic energy (eV) = -52055.7029
- net charge = +1